(1)
Molecular formula: C25H30As2N3O2S2Sr
Method: DFT, ωB97M-V/def2-TZVPD

Structure (ORCA input):
```
! RIJCOSX wB97M-V def2-TZVPD def2/J DEFGRID3
* xyz 1 1
Sr -0.1865 -0.0851 0.0495
O -2.1428 5.3029 -0.0699
C -0.8169 5.4248 0.0290
C -0.3074 6.7254 0.0122
C 1.0450 6.9555 0.1060
C 1.9244 5.8821 0.2164
C 1.4355 4.5955 0.2373
C 0.0648 4.3315 0.1432
C -0.3970 2.9330 0.1699
O 0.4337 1.9569 0.2286
N -1.6969 2.7372 0.1310
N -2.1581 1.4531 0.1603
C -3.4488 1.4434 0.1598
S -4.4574 0.0204 0.1697
C -5.9523 0.9245 0.7058
C -5.9641 2.2483 -0.0159
S -4.3007 2.9794 0.1654
H -2.3730 4.3535 -0.0287
H -1.0192 7.5312 -0.0709
H 1.4197 7.9681 0.0980
H 2.9851 6.0618 0.2938
H 2.1009 3.7475 0.3325
H -5.8916 1.0617 1.7868
H -6.8181 0.3154 0.4592
H -6.6842 2.9356 0.4252
H -6.1623 2.1350 -1.0834
C 3.9748 1.4305 -0.6428
As 2.7690 0.0675 0.0685
C 3.6796 -0.1945 1.7960
C 3.4099 -1.5646 -0.8064
C 4.5945 -1.5624 -1.5346
C 5.0514 -2.7010 -2.1747
C 4.3079 -3.8668 -2.1074
C 3.1285 -3.8832 -1.3859
C 2.6694 -2.7503 -0.7226
As 1.0242 -2.8308 0.3304
C 0.1153 -4.3449 -0.5148
C 1.7001 -3.8082 1.8949
H 5.0132 1.2512 -0.3538
H 3.6575 2.3853 -0.2238
H 3.8836 1.4914 -1.7296
H 4.6869 -0.5827 1.6221
H 3.1283 -0.8913 2.4307
H 3.7462 0.7704 2.3036
H 5.1743 -0.6504 -1.5978
H 5.9814 -2.6770 -2.7232
H 4.6472 -4.7610 -2.6094
H 2.5536 -4.8004 -1.3388
H 0.6652 -5.2720 -0.3512
H 0.0061 -4.1686 -1.5863
H -0.8782 -4.4608 -0.0788
H 2.3661 -4.6106 1.5744
H 0.8476 -4.2407 2.4248
H 2.2359 -3.1451 2.5744
C -4.0611 -3.6438 0.0826
C -3.4457 -3.2355 1.2582
C -2.3931 -2.3413 1.1756
N -1.9478 -1.8441 0.0255
C -2.5453 -2.2337 -1.0948
C -3.5999 -3.1317 -1.1204
H -4.8907 -4.3373 0.1055
H -3.7893 -3.5919 2.2177
H -1.8789 -2.0010 2.0721
H -2.1629 -1.7995 -2.0124
H -4.0581 -3.4093 -2.0570
*
```

Values from the calculation:
- ΔE to the lowest compared entry with this formula, charge and spin: 119.0 kJ/mol
- DFT total energy: -179156.4304 eV
- Orbital gap: 7.2 eV

***

(2)
Molecular formula: C25H30AsF9IrN9O2P
Method: DFT, ωB97M-V/def2-TZVPD

Structure (ORCA input):
```
! RIJCOSX wB97M-V def2-TZVPD def2/J DEFGRID3
* xyz 1 1
Ir -0.4190 -0.4922 0.3728
C -1.7481 3.9429 3.5693
N -1.9234 2.6431 2.9278
C -2.9712 1.7865 3.1366
C -2.7288 0.6834 2.3740
N -1.5455 0.8539 1.7151
C -1.0740 2.0493 2.0595
P 0.3956 2.8237 1.3174
C -0.1077 2.3849 -0.3651
N -0.5596 1.1979 -0.7486
C -1.0579 1.3338 -2.0144
C -0.8872 2.6285 -2.4040
N -0.2910 3.2815 -1.3583
C 0.0863 4.6926 -1.3497
C 1.4809 1.4420 1.7049
N 1.1260 0.1815 1.5394
C 2.0801 -0.6052 2.1306
C 3.0315 0.2148 2.6565
N 2.6459 1.5020 2.3860
C 3.3957 2.6944 2.7684
H -2.5058 4.0493 4.3392
H -1.8628 4.7491 2.8473
H -0.7662 4.0067 4.0317
H -3.7843 2.0234 3.8007
H -3.3276 -0.2022 2.2633
H -1.4922 0.5085 -2.5441
H -1.1470 3.1320 -3.3192
H 0.1195 5.0454 -2.3761
H 1.0674 4.8142 -0.8980
H -0.6413 5.2849 -0.7975
H 1.9848 -1.6752 2.1543
H 3.9362 -0.0107 3.1946
H 3.5433 2.7057 3.8458
H 2.8400 3.5812 2.4780
H 4.3643 2.6974 2.2733
O -0.1418 -2.0309 1.7023
N -0.8292 -3.1431 1.9614
C -1.5603 -3.1094 3.0046
C -2.3154 -4.2992 3.3219
N -2.9420 -5.2180 3.6038
C -1.6597 -1.9931 3.9280
N -1.7404 -1.1120 4.6602
F -3.4098 -0.6971 -0.1082
C -3.5730 -1.2774 -1.3074
F -3.7472 -0.2725 -2.1855
F -4.7015 -1.9757 -1.2543
C -2.3209 -2.1529 -1.6922
O -1.1172 -1.6133 -1.3032
C -2.2995 -2.2733 -3.2467
F -3.5043 -2.4934 -3.7693
F -1.4878 -3.2676 -3.6259
F -1.8161 -1.1452 -3.8041
C -2.5498 -3.5734 -1.0856
F -1.4130 -4.2647 -1.0803
F -2.9672 -3.4564 0.1828
F -3.4614 -4.2793 -1.7584
C 1.2567 -0.2163 -4.0593
C 1.4429 -1.3873 -3.1024
As 1.6151 -0.9730 -1.2090
C 2.5359 -2.5938 -0.6218
C 1.6075 -3.7688 -0.3302
C 3.2020 0.1727 -1.1958
C 3.0347 1.6795 -1.3881
H 1.1318 -0.5908 -5.0756
H 2.1227 0.4479 -4.0562
H 0.3742 0.3670 -3.8175
H 2.3643 -1.9243 -3.3359
H 0.6155 -2.0892 -3.1822
H 3.1148 -2.3201 0.2596
H 3.2374 -2.8460 -1.4200
H 0.8307 -3.4937 0.3750
H 2.1717 -4.6038 0.0860
H 1.1127 -4.1087 -1.2394
H 3.8304 -0.2329 -1.9912
H 3.7036 -0.0274 -0.2475
H 2.4868 1.9195 -2.3010
H 4.0112 2.1621 -1.4490
H 2.4982 2.1264 -0.5537
*
```

Values from the calculation:
- ΔE to the lowest compared entry with this formula, charge and spin: 153.0 kJ/mol
- DFT total energy: -141335.0699 eV
- Orbital gap: 8.0 eV

***

(3)
Molecular formula: C25H30F5IrN2O3P
Method: DFT, ωB97M-V/def2-TZVPD

Structure (ORCA input):
```
! RIJCOSX wB97M-V def2-TZVPD def2/J DEFGRID3
* xyz 2 2
Ir -0.1189 0.6734 -0.5988
O -1.8796 -2.1762 5.5421
C -1.2016 -0.9468 5.5495
C -0.9892 -0.5119 4.1289
C -0.4215 0.7259 3.8377
C -0.2254 1.0826 2.5238
N -0.5707 0.2898 1.5016
C -1.1583 -0.8892 1.7700
C -1.3640 -1.3251 3.0674
C -1.5872 -1.6598 0.5848
C -2.4726 -2.7125 0.6786
C -2.8866 -3.3761 -0.4710
C -3.8630 -4.5119 -0.3987
O -4.0270 -4.8731 0.9482
C -2.3884 -2.9345 -1.6903
C -1.5181 -1.8707 -1.7223
N -1.1071 -1.2306 -0.6090
H -2.0364 -2.4700 6.4453
H -0.2207 -1.0216 6.0349
H -1.7666 -0.1639 6.0690
H -0.1336 1.4097 4.6255
H 0.1934 2.0451 2.2570
H -1.8128 -2.2839 3.2745
H -2.8639 -3.0266 1.6335
H -3.4849 -5.3375 -1.0118
H -4.8037 -4.1711 -0.8505
H -4.6578 -5.5969 1.0194
H -2.6730 -3.4080 -2.6205
H -1.1438 -1.5152 -2.6637
F 0.8461 2.1335 -2.8468
C 0.1460 0.9985 -2.6309
F -1.1131 1.2181 -3.1292
C 0.7931 -0.1109 -3.5436
F 1.8891 0.3100 -4.1377
F 1.1032 -1.1911 -2.7927
F -0.0675 -0.5239 -4.4722
C 2.6241 0.1783 1.3091
P 2.1179 1.0331 -0.2027
C 2.4362 2.7858 0.0436
C 3.2578 0.4340 -1.4379
C 3.9798 1.3321 -2.2260
C 4.9362 0.8570 -3.1077
C 5.1656 -0.5070 -3.2132
C 4.4491 -1.4055 -2.4308
C 3.4992 -0.9388 -1.5426
H 2.4661 -0.8949 1.2169
H 2.1046 0.5436 2.1881
H 3.6946 0.3635 1.4201
H 3.4770 2.9056 0.3468
H 1.7787 3.1759 0.8155
H 2.2438 3.3348 -0.8767
H 3.8037 2.3972 -2.1639
H 5.5030 1.5525 -3.7109
H 5.9085 -0.8743 -3.9084
H 4.6368 -2.4671 -2.5128
H 2.9493 -1.6473 -0.9359
C -2.7065 2.3741 -0.8095
C -1.6334 3.0695 -0.0002
C -1.5059 4.5493 -0.3109
O -0.3041 2.5104 -0.1546
H -3.6780 2.7634 -0.5043
H -2.7353 1.2909 -0.6271
H -2.5876 2.5479 -1.8738
H -1.8375 2.9313 1.0694
H -1.2790 4.6994 -1.3659
H -0.7274 5.0130 0.2925
H -2.4513 5.0448 -0.0880
*
```

Values from the calculation:
- ΔE to the lowest compared entry with this formula, charge and spin: 66.4 kJ/mol
- DFT total energy: -61236.0439 eV
- Orbital gap (spin up / spin down): 7.4 / 6.4 eV

***

(4)
Molecular formula: C25H30FN3O3
Method: DFT, ωB97M-V/def2-TZVPD

Structure (ORCA input):
```
! RIJCOSX wB97M-V def2-TZVPD def2/J DEFGRID3
* xyz 0 1
C 4.2357 2.4485 -2.2506
N 2.7933 2.2765 -2.4205
C 2.0431 1.1719 -2.3019
O 0.8282 1.2883 -2.4021
C 2.6331 -0.2348 -2.0399
C 2.7468 -0.5157 -0.5321
C 2.8632 -1.9865 -0.1727
C 1.7132 -2.7292 0.1629
C 1.8224 -4.0897 0.5022
C 3.0810 -4.7151 0.5024
C 4.2304 -3.9783 0.1686
C 4.1224 -2.6161 -0.1626
N 3.9272 -0.5118 -2.6789
C 4.1088 -0.5247 -3.9989
C 5.4808 -0.9207 -4.4886
O 3.2378 -0.2303 -4.8027
H 4.5987 1.8505 -1.4139
H 4.4551 3.4982 -2.0495
H 4.7524 2.1567 -3.1666
H 2.2556 3.0994 -2.6471
H 1.9030 -0.9348 -2.4506
H 1.8703 -0.1181 -0.0295
H 3.6057 0.0210 -0.1276
H 0.7411 -2.2585 0.1600
H 0.9372 -4.6551 0.7586
H 3.1646 -5.7615 0.7616
H 5.1985 -4.4592 0.1757
H 5.0130 -2.0550 -0.4002
H 4.6955 -0.7848 -2.0931
H 5.4800 -0.9103 -5.5782
H 5.7125 -1.9240 -4.1380
H 6.2172 -0.2116 -4.1181
C -6.0454 3.6451 2.9125
C -4.5460 3.3913 2.8552
O -3.8174 4.3610 3.0308
N -3.9786 2.1564 2.5489
C -2.5448 2.0458 2.2871
C -2.4202 0.7626 1.4603
C -1.0758 0.0493 1.6147
C -0.7457 0.4560 0.1801
C -2.1520 0.9931 -0.0270
C -3.7186 0.0580 1.7404
C -4.0723 -1.2574 1.3979
F -3.2072 -2.0975 0.7836
C -5.3660 -1.7004 1.6870
C -6.2883 -0.8465 2.3006
C -5.9164 0.4622 2.6300
C -4.6225 0.9278 2.3438
H -6.2439 4.7204 2.9155
H -6.5360 3.2098 2.0387
H -6.4641 3.2149 3.8245
H -2.1520 2.9089 1.7386
H -1.9991 1.9599 3.2324
H -0.4039 0.4739 2.3670
H -1.1464 -1.0309 1.7697
H -0.4843 -0.3717 -0.4857
H 0.0174 1.2377 0.1171
H -2.1950 2.0332 -0.3660
H -2.7594 0.3748 -0.6963
H -5.6480 -2.7151 1.4256
H -7.2913 -1.2000 2.5230
H -6.6450 1.0923 3.1223
*
```

Values from the calculation:
- DFT total energy: -39742.8023 eV
- SMILES: CNC(=O)[C@H](Cc1ccccc1)NC(C)=O.CC(=O)N1CC2(CCC2)c2c(F)cccc21
- Orbital gap: 8.8 eV